56
Properties=species:S:1:pos:R:3:forces:R:3:nbo_charge:R:1 method="wB97M-V/def2-TZVPD" relative_energy_kj_mol=215.3 homo_energy_ha=-0.2368 charge=-1
N 1.0289 -0.7508 0.6539 0.5361 0.2222 0.9034 -0.889
C -0.2724 -0.9444 0.0195 -0.1125 0.1410 0.4969 -0.113
C -0.2841 -0.5272 -1.4520 0.9030 -0.8112 0.5110 -0.074
O 0.5160 -1.4290 -2.2177 0.7979 -0.1227 -0.5561 -0.783
C -1.3692 -0.1539 0.8072 -0.2009 0.3181 -0.4601 -0.044
O -2.1842 0.5763 -0.0606 0.2414 0.5135 -0.1506 -0.951
H 1.8597 -0.8103 0.0902 -0.1693 -0.1322 -0.3070 0.375
H 1.1302 0.0735 1.2347 -0.3612 0.2165 -0.2403 0.374
H -0.4019 -2.0227 0.1085 -0.5563 0.0030 -0.3773 0.188
H -1.3033 -0.4485 -1.8068 0.0495 -0.0040 -0.1842 0.186
H 0.2751 0.4025 -1.5614 -0.5039 0.3667 0.0298 0.184
H 0.3992 -2.3532 -1.9579 -0.5165 0.3596 0.2860 0.496
H -2.0489 -0.7210 1.4701 0.6681 -0.6225 -0.0921 0.139
H -0.7977 0.5220 1.4527 -0.1078 0.1755 0.3071 0.155
H 2.4742 -1.6406 -1.4507 -0.4155 0.0401 0.0720 0.506
H 3.7854 -1.8437 -2.0746 0.4298 0.0315 0.0390 0.481
O 3.4074 -1.4277 -1.2940 -0.0491 0.0115 -0.6001 -0.984
H -2.6851 0.3437 3.1699 0.0187 0.1044 -0.0699 0.456
H -3.1032 1.7526 2.6655 0.0699 -0.1808 0.1738 0.496
O -2.8456 1.2441 3.4647 -0.0722 0.0630 0.2516 -0.985
H -3.0666 1.6137 0.6773 0.7545 0.6566 0.1340 0.499
H -4.3860 2.2762 0.8852 -0.1656 0.5144 0.2295 0.471
O -3.4638 2.4618 1.1053 -0.3947 -0.7872 -0.5153 -1.021
H 1.0998 -2.1576 1.9744 -0.1092 -0.0137 0.1331 0.498
H 1.3319 -2.0361 3.4559 -0.0182 -0.1274 0.1214 0.454
O 0.9363 -2.6381 2.8187 0.0675 0.0988 -0.1774 -0.983
H 3.9525 -0.8284 1.8166 0.0324 0.2826 -0.1347 0.470
H 4.1567 -1.4712 0.4219 -0.1894 0.0386 0.1344 0.493
O 4.2612 -1.6200 1.3736 0.2634 -0.3210 0.1285 -0.976
H -1.1040 1.7752 -0.4865 0.0117 0.0328 -0.2368 0.516
H -1.4794 2.9910 0.1529 -0.1515 0.4165 -0.0678 0.484
O -0.7498 2.7139 -0.4238 -0.8870 -0.4705 0.1550 -0.998
H 0.8503 -4.4072 -1.5960 -0.1609 -0.3257 0.4461 0.493
H 2.0793 -4.6369 -0.6187 -0.3099 -0.1923 0.1762 0.485
O 1.7209 -4.1019 -1.3261 0.3680 0.5615 -0.5897 -0.976
H 2.9574 2.7508 -1.8044 0.0094 -0.0423 0.1404 0.466
H 2.9664 1.2552 -2.1777 0.0409 -0.1891 0.2011 0.481
O 2.8780 2.1398 -2.5395 -0.0226 0.1270 -0.3090 -0.946
H 1.9069 2.3898 0.4325 0.0855 -0.2253 0.1371 0.454
H 0.4793 2.9325 0.5682 0.8631 -0.3827 0.3864 0.493
O 1.3699 2.9064 1.0394 -0.3534 0.2362 -0.2499 -1.010
H -4.2946 -1.1749 0.5624 0.3698 0.1804 0.1577 0.465
H -3.6319 0.0905 -0.2291 0.2334 -1.2371 0.6873 0.510
O -4.4307 -0.5420 -0.1423 -0.7498 0.3946 -0.9053 -1.031
H 0.7609 4.6899 -0.4125 -0.1367 -0.1788 0.1472 0.478
H -0.6802 4.8108 0.0843 0.0432 -0.1180 -0.1291 0.469
O 0.0678 5.3243 -0.2165 0.1622 1.0043 -0.0789 -0.948
H -2.8497 -1.0667 -2.9622 -0.0655 0.0580 0.0272 0.469
H -3.8247 -1.3323 -1.8011 0.0570 -0.0660 0.0562 0.510
O -3.3856 -1.7596 -2.5652 -0.1133 -0.0664 -0.1015 -0.995
H 3.8203 2.5880 2.0480 0.1864 0.0010 -0.4865 0.476
H 3.1075 1.6056 2.8415 -0.1723 -0.4307 -0.1685 0.473
O 3.7038 1.6304 2.0808 -0.0133 0.3051 0.6225 -0.947
H -1.6978 -3.2483 -2.3533 -0.5993 0.2294 0.4284 0.509
H -1.8105 -3.5058 -0.8008 -0.3153 0.1755 -0.2928 0.491
O -1.2128 -3.4711 -1.5505 0.7303 -0.8325 -0.2396 -0.989

---

119
Properties=species:S:1:pos:R:3:forces:R:3:lowdin_charge:R:1 method="wB97M-V/def2-TZVPD" spin_multiplicity=2 homo_energy_ha="-0.4190 / -0.4190" s_squared=0.755 charge=+1
C 3.7467 -4.7681 0.3424 0.1673 -1.0862 -0.1690 -0.093
O 3.7386 -4.4054 1.7237 -1.2245 0.5551 1.6861 -0.237
P 2.3940 -3.8769 2.4613 -0.9479 0.4266 -0.1292 0.547
O 1.6478 -2.8807 1.6054 1.0763 -1.5506 1.7167 -0.272
O 1.4863 -5.1930 2.8692 1.3032 2.3578 -1.0601 -0.218
C 2.0643 -6.4809 2.9437 0.3416 -1.0484 -0.4118 -0.113
O 2.9138 -3.3236 3.9391 1.2793 -1.5943 -3.2893 -0.222
C 1.9659 -2.8750 4.8514 -0.5878 0.8797 0.8909 -0.145
H 4.5665 -4.2161 -0.1173 -0.4576 0.0610 -0.2552 0.087
H 2.7875 -4.7532 -0.1749 -0.0385 0.9906 0.2164 0.071
H 3.9627 -5.8341 0.2717 0.5121 -0.0785 0.2797 0.092
H 1.7656 -6.8910 3.9085 0.1929 -0.3040 -0.3011 0.100
H 3.1364 -6.5584 2.7624 0.3215 0.7595 0.8120 0.082
H 1.7600 -7.0790 2.0847 -0.9839 -0.1352 0.2534 0.091
H 1.8079 -3.5514 5.6914 -0.4524 -0.6900 -0.5587 0.099
H 1.0905 -2.5870 4.2693 -0.4761 -0.0059 0.7325 0.077
H 2.3779 -2.0211 5.3892 0.0518 0.4134 -0.4730 0.087
C 1.1036 -3.5354 -2.1224 -0.5316 0.9900 1.8362 -0.122
O 1.2389 -3.7338 -3.4809 0.3820 -0.5804 -1.2617 -0.183
P 0.4155 -2.9923 -4.6074 -0.5777 -1.1757 -1.3421 0.449
O -0.9659 -2.5842 -4.2598 1.2582 0.0985 -0.0290 -0.236
O 0.5209 -4.1394 -5.7797 0.5351 1.2170 2.6277 -0.207
C 0.0431 -3.8329 -7.0601 -0.6627 0.4750 -1.1102 -0.123
O 1.4095 -1.8096 -5.0994 -0.8115 0.1980 0.8872 -0.208
C 1.1981 -0.4809 -4.5252 -0.4967 0.3334 -1.0035 -0.105
H 0.6114 -4.3520 -1.5941 0.0426 -0.2522 -0.3197 0.095
H 0.5299 -2.6362 -1.8980 -0.3860 0.1280 -0.0784 0.080
H 2.0538 -3.3420 -1.6245 0.3470 -0.2964 -0.3660 0.066
H -0.8792 -4.3486 -7.3276 -0.1054 -0.2583 0.5569 0.092
H 0.7698 -4.1600 -7.8038 0.2040 0.4151 0.1172 0.095
H -0.1978 -2.7709 -7.1060 0.2705 0.0810 -0.5174 0.083
H 1.1675 0.2375 -5.3444 0.2952 -0.3321 -0.0926 0.026
H 1.9824 -0.1388 -3.8499 0.2675 -0.6146 0.1282 0.062
H 0.2246 -0.3460 -4.0539 0.0202 -0.5262 0.1867 0.072
C 3.4460 -0.4487 -0.6921 -0.4013 -1.2220 0.9962 -0.131
C 4.0653 0.6618 -1.5679 -0.1895 -0.2981 -1.4676 -0.068
O 4.5399 -0.0699 -2.6716 -0.5080 1.5588 0.1313 0.233
O 4.4150 -1.4595 -0.3923 -1.2408 0.6547 -1.4189 0.012
H 2.6231 -0.8667 -1.2719 0.3897 -0.6550 -0.2997 0.122
H 2.8757 -0.0887 0.1642 0.6806 0.8004 0.4992 0.147
H 4.8978 1.1358 -1.0478 0.4677 0.2059 0.5160 0.176
H 3.4225 1.4252 -2.0062 -0.1358 0.1295 0.4380 0.147
H 4.7552 -0.9390 -2.3252 0.6870 -1.3916 0.3016 0.129
H 5.1909 -1.1528 0.0826 -0.0327 0.4622 0.6004 0.130
C -0.2228 0.3089 0.5026 -2.3119 -0.8148 -0.0395 -0.154
C -0.6347 0.9339 -0.8338 1.0760 0.6764 0.6456 -0.175
O 0.5244 1.7006 -1.3310 -1.5803 -1.2063 0.0163 -0.087
O -1.5199 -0.0300 1.1469 1.4888 0.1843 -0.3250 -0.107
H 0.3111 0.9765 1.1789 0.1085 -0.0395 -0.2429 0.106
H 0.2509 -0.6598 0.3433 0.6753 0.1692 0.2475 0.106
H -1.5259 1.5138 -0.5941 0.2875 0.8822 -0.1724 0.106
H -1.0400 0.2172 -1.5481 0.8226 -0.2288 -0.2947 0.113
H 0.7137 2.2071 -0.5377 0.5669 0.7425 -0.0003 0.038
H -1.8034 -0.6872 0.5071 -0.8903 -0.7546 0.1014 0.036
C 2.8760 4.0096 1.0535 1.5854 -0.9295 -0.6483 -0.198
C 4.2888 4.1135 1.6505 -0.7365 -0.8166 1.4750 -0.230
O 5.2779 3.1652 1.2226 -0.0393 0.3962 -1.4453 -0.087
O 2.3303 2.6778 1.1857 0.3575 1.1977 -0.4773 -0.087
H 3.0013 4.1965 -0.0131 -0.4006 -0.0254 -0.1687 0.113
H 2.2633 4.8077 1.4727 -0.1999 -0.2024 0.1541 0.126
H 4.2800 3.7811 2.6886 -0.9367 1.0019 0.6644 0.120
H 4.6596 5.1361 1.5802 -0.0902 0.0758 -0.1420 0.125
H 6.0478 3.6074 1.5879 0.6386 -0.5714 -0.2508 0.081
H 2.3645 2.4747 2.1233 -0.3203 -0.4304 0.4810 0.041
C -1.7051 6.5956 -0.7558 0.4547 0.1003 1.0079 -0.246
C -1.1285 5.3965 -1.4723 -0.5624 -1.6852 0.0115 -0.228
O 0.1056 4.8264 -0.9994 -0.3479 1.1476 0.1031 -0.081
O -0.7130 7.5643 -0.5654 1.5834 0.6909 -0.7498 -0.061
H -1.9548 6.3317 0.2718 -0.6784 -0.6157 -0.0858 0.121
H -2.5938 6.9273 -1.2928 -0.0068 0.1304 -0.0759 0.127
H -1.0140 5.4816 -2.5529 -0.3174 0.5668 -0.1084 0.113
H -1.8501 4.6035 -1.2754 -0.2709 -0.0926 -0.3527 0.111
H 0.6949 5.5503 -1.2238 0.8102 -0.0503 0.3053 0.073
H -0.9616 8.4840 -0.4480 -0.6169 -0.2713 -0.0981 0.095
C -2.9472 -4.0805 0.2586 0.0917 -0.9170 0.2842 -0.202
C -3.6028 -3.0120 -0.6174 -0.3750 -1.9040 0.2920 -0.220
O -2.6427 -2.0093 -0.7956 0.3688 1.0291 -0.3790 -0.080
O -1.6865 -4.5131 -0.3187 -1.0801 0.5638 0.5277 -0.070
H -3.5202 -4.9960 0.4055 -0.4946 0.0437 -0.7713 0.119
H -2.8717 -3.7970 1.3083 0.7289 0.8007 0.0408 0.107
H -4.5542 -2.6056 -0.2741 0.0608 -0.0839 0.5698 0.126
H -3.8231 -3.4961 -1.5688 0.0831 0.0218 -0.2813 0.129
H -2.9514 -1.5562 -1.5837 0.4121 0.4099 -0.2025 0.102
H -1.4111 -3.7596 -0.8458 0.3079 0.1768 -0.1064 0.035
C -4.6882 2.6834 -0.6633 -2.9699 0.1460 -2.2028 -0.217
C -4.8891 2.9444 -2.1957 0.7742 1.2048 1.5924 -0.248
O -3.9253 2.2507 -2.9359 0.3140 -0.1504 -0.8255 -0.065
O -5.5526 1.5824 -0.3808 0.7552 -0.6149 -0.0565 -0.094
H -5.2343 3.4722 -0.1459 1.1759 0.8409 0.3142 0.118
H -3.6288 2.5069 -0.4770 -0.0631 0.1995 0.3949 0.099
H -4.7260 4.0076 -2.3722 0.6797 0.1517 -0.0568 0.105
H -5.9261 2.8966 -2.5282 -0.1548 -1.0957 0.1601 0.120
H -3.9792 1.3015 -2.8031 -0.4151 -0.0167 0.1282 0.081
H -5.3435 1.3789 0.5339 -0.0535 -0.6697 0.3317 0.030
C 1.1730 0.5536 4.5160 0.2970 -1.1165 0.9766 -0.211
C -0.2835 0.3228 5.0440 1.1271 1.0630 -0.9755 -0.216
O -0.5828 1.3456 5.9866 0.2400 -0.4253 0.0496 -0.051
O 1.4078 1.6636 3.6516 -1.5209 -0.2164 0.2091 -0.073
H 1.4779 -0.3571 4.0004 0.0715 0.0100 -0.0294 0.090
H 1.8223 0.7383 5.3719 -0.0406 -0.4555 0.2745 0.123
H -0.3438 -0.7089 5.3905 0.0470 0.0805 0.4909 0.117
H -0.9827 0.4061 4.2120 -0.1253 -0.1108 -0.3498 0.102
H -1.2642 1.0489 6.5943 -0.1131 0.0000 0.0000 0.090
H 0.5072 1.9921 3.7022 -0.0054 1.3040 -0.7707 0.087
C -4.4482 0.3595 4.2029 -1.4809 -0.6960 -1.7214 -0.213
C -4.5950 -0.3249 2.7714 0.8011 1.7711 1.9192 -0.164
O -4.1531 0.6980 1.8391 -0.4168 -1.3815 0.3897 -0.108
O -5.4006 1.4157 4.1970 0.0299 -0.2332 0.7099 -0.069
H -3.4758 0.7932 4.4364 0.3983 -0.4282 -0.3555 0.101
H -4.7070 -0.4142 4.9258 -0.2088 0.3631 0.3887 0.113
H -5.6474 -0.5314 2.5767 0.0688 -0.0315 0.1742 0.123
H -4.0167 -1.2482 2.8047 0.2480 0.0161 -0.7284 0.109
H -3.2755 0.3997 1.5890 0.6410 0.5174 -0.3647 0.037
H -5.2022 1.9076 3.3968 -0.0161 0.2620 -0.1271 0.070
C 0.7583 3.2548 -4.2398 0.5219 0.0672 -0.1720 -0.959
Cl -0.0768 2.4046 -5.6191 0.5163 0.8617 1.1219 0.538
Cl 1.4372 4.8453 -4.7170 -0.5438 -0.2630 0.0629 0.503
H 0.1267 3.3513 -3.3566 -0.3243 0.1268 -0.4784 0.005
H 1.6566 2.7363 -3.9045 -0.3518 -0.5443 -0.4400 0.001

---

no.,energy (a.u.)
1,-1394.563416
2,-4325.548930